Record 1
Density functional theory data (wB97M-V/def2-TZVPD) for a structure of composition C38H20Cl10N3P2Se2V in a non-equilibrium geometry.

Atoms and positions in Å:
V (-0.359, 3.121, -0.103)
Cl (-0.271, 1.353, -3.082)
C (0.600, 2.829, -2.972)
C (0.388, 3.604, -1.845)
C (1.044, 4.816, -1.756)
Cl (0.694, 5.630, -0.282)
C (1.922, 5.273, -2.725)
Cl (2.735, 6.775, -2.558)
C (2.155, 4.446, -3.831)
Cl (3.285, 4.925, -5.026)
C (1.490, 3.226, -3.966)
Cl (1.809, 2.223, -5.317)
Cl (0.059, 4.161, 3.327)
C (-1.451, 4.353, 2.532)
C (-1.519, 4.088, 1.174)
C (-2.721, 4.321, 0.534)
Cl (-2.638, 3.975, -1.151)
C (-3.859, 4.772, 1.180)
Cl (-5.326, 5.029, 0.337)
C (-3.775, 5.002, 2.558)
Cl (-5.159, 5.528, 3.419)
C (-2.570, 4.800, 3.234)
Cl (-2.471, 5.103, 4.920)
Se (0.868, -3.031, -1.411)
P (-0.820, -2.547, -0.262)
C (-0.771, -3.255, 1.413)
C (0.119, -4.292, 1.654)
C (0.154, -4.894, 2.898)
C (-0.699, -4.459, 3.898)
C (-1.596, -3.431, 3.651)
C (-1.638, -2.822, 2.409)
C (-2.327, -3.133, -1.075)
C (-2.653, -2.541, -2.291)
C (-3.697, -3.050, -3.036)
C (-4.400, -4.153, -2.580)
C (-4.071, -4.742, -1.371)
C (-3.027, -4.239, -0.615)
C (-1.098, -0.781, -0.121)
C (-0.216, 0.303, -0.139)
N (-1.005, 1.399, -0.068)
N (-2.256, 1.021, -0.036)
N (-2.342, -0.270, -0.067)
P (1.522, 0.547, 0.162)
Se (1.622, 2.483, 1.105)
C (1.900, -0.736, 1.380)
C (2.791, -1.772, 1.136)
C (3.023, -2.705, 2.133)
C (2.389, -2.587, 3.359)
C (1.502, -1.547, 3.598)
C (1.244, -0.626, 2.603)
C (2.719, 0.474, -1.200)
C (2.512, -0.137, -2.428)
C (3.507, -0.067, -3.389)
C (4.691, 0.604, -3.129)
C (4.906, 1.189, -1.890)
C (3.919, 1.128, -0.927)
H (0.783, -4.613, 0.862)
H (0.844, -5.704, 3.080)
H (-0.669, -4.923, 4.873)
H (-2.274, -3.106, 4.427)
H (-2.336, -2.022, 2.204)
H (-2.083, -1.691, -2.646)
H (-3.958, -2.592, -3.976)
H (-5.204, -4.557, -3.176)
H (-4.625, -5.600, -1.023)
H (-2.756, -4.698, 0.328)
H (3.281, -1.849, 0.175)
H (3.700, -3.523, 1.945)
H (2.585, -3.307, 4.138)
H (1.015, -1.444, 4.556)
H (0.555, 0.198, 2.772)
H (1.595, -0.666, -2.630)
H (3.352, -0.543, -4.344)
H (5.457, 0.663, -3.889)
H (5.836, 1.697, -1.675)
H (4.068, 1.599, 0.038)

Summary:
Multiplicity: 3
LUMO energy (alpha / beta): -0.34 / -0.14 eV
Gap between HOMO and LUMO (alpha / beta): 0.289 / 0.296 Ha
Strongest force on any atom: 3.00 eV Å⁻¹



Record 2
Density functional theory data (wB97M-V/def2-TZVPD) for a structure of composition C4H8N2S in a non-equilibrium geometry.

Atoms and positions in Å:
C (-1.773, 1.601, 0.204)
C (-2.080, 0.215, -0.291)
C (-2.118, -1.003, 0.433)
C (0.316, -0.670, -0.028)
H (-2.698, 1.960, 0.562)
H (-1.138, 1.595, 1.051)
H (-1.271, 2.424, -0.402)
H (-2.650, 0.252, -1.250)
H (-1.812, -0.992, 1.532)
H (-2.935, -1.800, 0.064)
H (0.869, -1.515, 0.412)
H (3.137, 1.122, -0.499)
N (-0.960, -0.898, -0.442)
N (1.015, 0.223, -0.439)
S (2.628, 0.052, 0.174)

Summary:
LUMO energy: 0.98 eV
Gap between HOMO and LUMO: 0.341 Ha
Strongest force on any atom: 5.74 eV Å⁻¹



Record 3
Density functional theory data (wB97M-V/def2-TZVPD) for a structure of composition C5H20N10O5 in a non-equilibrium geometry.

Atoms and positions in Å:
C (0.447, 0.770, 0.673)
O (1.384, 1.100, 1.324)
N (-0.431, 1.673, 0.343)
N (0.244, -0.325, 0.088)
H (-1.303, 1.333, -0.037)
H (-0.126, 2.609, 0.568)
H (0.828, -1.037, 0.502)
H (-0.278, -0.386, -0.775)
C (-3.128, 1.516, 0.015)
O (-2.990, 2.189, 1.031)
N (-3.221, 2.001, -1.196)
N (-3.355, 0.247, 0.087)
H (-3.341, 2.997, -1.315)
H (-3.605, 1.358, -1.873)
H (-3.444, -0.375, -0.704)
H (-2.993, 0.073, 1.014)
C (3.396, -0.241, -0.013)
O (4.008, -1.231, 0.243)
N (3.259, 0.702, 0.832)
N (2.914, 0.110, -1.140)
H (4.047, 0.813, 1.454)
H (2.706, 1.514, 0.594)
H (3.117, -0.443, -1.960)
H (2.244, 0.862, -1.065)
C (1.582, -1.550, 2.880)
O (2.139, -2.588, 3.169)
N (2.179, -0.667, 2.190)
N (0.451, -1.200, 3.302)
H (1.637, 0.065, 1.753)
H (3.164, -0.824, 2.031)
H (0.034, -0.335, 2.992)
H (0.100, -1.775, 4.055)
C (-1.432, -0.973, -2.136)
O (-1.399, -0.719, -0.976)
N (-2.311, -0.486, -2.973)
N (-0.649, -1.898, -2.651)
H (-2.111, -0.593, -3.957)
H (-3.123, 0.057, -2.717)
H (0.070, -2.219, -2.019)
H (-0.713, -2.126, -3.633)

Summary:
LUMO energy: -0.51 eV
Gap between HOMO and LUMO: 0.255 Ha
Strongest force on any atom: 8.26 eV Å⁻¹